# C47H72IN6O4Si4Zr

C47H72IN6O4Si4Zr as an isolated structure (ωB97M-V/def2-TZVPD, OMol25).

Values from the calculation:
LUMO   -2.80 eV
Molar mass   1115.603 g/mol
HOMO   -0.371 hartree
Total charge   +1

```
135
Properties=species:S:1:pos:R:3:forces:R:3
Zr 0.98444 -0.27072 0.02888 -1.327 0.501 0.773
C -2.83227 0.70645 5.59248 -0.038 -0.027 -0.064
C -2.29418 0.67079 4.18972 0.001 0.068 0.118
C -1.86186 1.83234 3.55316 -0.102 -0.112 -0.012
C -1.47964 1.88806 2.21767 0.050 -0.058 -0.350
C -0.92528 3.15952 1.60702 0.286 0.199 0.057
N -1.78491 4.32591 1.73416 -0.115 0.028 -0.033
C -2.05270 4.94990 3.02251 0.169 -0.117 0.189
C -0.83161 5.13933 3.92613 -0.068 0.115 -0.341
C 0.34400 5.74770 3.17022 0.099 -0.197 0.133
N 0.92002 4.88194 2.13682 -0.016 0.050 0.024
C 0.62348 3.47827 2.01151 -0.209 -0.086 -0.059
C 1.21802 2.60044 3.09115 -0.009 -0.226 -0.496
C 1.75680 3.02250 4.28979 0.060 -0.128 0.085
C 2.39118 2.14039 5.17433 -0.013 0.171 0.068
C 2.98363 2.64565 6.46269 -0.003 -0.036 -0.023
C 2.50973 0.81665 4.81014 -0.080 -0.195 -0.147
C 2.03301 0.35671 3.57515 -0.004 0.397 -0.221
C 2.29442 -1.00129 3.16636 -0.171 -0.290 -0.195
N 1.94327 -1.53444 2.05621 0.307 0.164 -0.196
C 2.31311 -2.94057 1.86872 -0.018 -0.225 -0.054
C 1.65778 -3.47526 0.60541 -0.225 0.150 0.422
C 0.13202 -3.39160 0.64791 0.283 -0.358 -0.237
N -0.32911 -2.00614 0.79416 -0.414 -0.171 0.326
C -1.21492 -1.80502 1.70029 -0.010 -0.077 -0.149
C -1.68239 -0.52587 2.18294 -0.086 0.309 -0.026
C -2.16316 -0.51305 3.49834 0.229 -0.049 -0.139
C -1.47314 0.68013 1.49563 -0.945 0.030 0.623
O -1.27585 0.60341 0.12258 0.164 0.058 0.103
C 1.38544 1.25482 2.71879 0.355 0.489 1.101
O 0.92914 0.86613 1.54511 0.302 0.264 0.496
H -2.52793 1.61856 6.10337 0.024 -0.031 0.055
H -2.49383 -0.15613 6.16580 0.032 0.040 0.048
H -3.92393 0.68045 5.58300 0.000 0.029 -0.002
H -1.82980 2.73872 4.13658 -0.019 -0.026 0.020
H -0.88384 2.99426 0.52635 0.117 -0.086 0.040
H -1.40339 5.03067 1.11949 -0.083 -0.017 -0.090
H -2.82503 4.38455 3.55195 -0.056 0.078 -0.030
H -2.48708 5.92788 2.80364 -0.038 -0.019 -0.011
H -0.52295 4.18163 4.34727 0.008 0.047 0.129
H -1.09916 5.79751 4.75554 0.021 -0.065 0.072
H 1.13271 6.00663 3.88589 -0.089 0.100 0.031
H 0.02930 6.68731 2.70809 0.005 -0.001 -0.011
H 0.92763 5.31930 1.23002 0.081 0.034 0.015
H 1.17736 3.17632 1.12069 -0.079 0.021 -0.013
H 1.72184 4.07150 4.54949 -0.014 0.009 -0.003
H 2.66279 3.66535 6.66817 0.005 0.007 0.018
H 4.07356 2.64065 6.40796 0.001 0.024 0.036
H 2.69231 2.02068 7.30712 0.001 -0.002 0.005
H 2.99454 0.10741 5.47256 0.064 0.029 0.015
H 2.85345 -1.60669 3.88836 -0.115 -0.044 0.036
H 1.99766 -3.52829 2.73820 0.016 0.018 -0.013
H 3.40189 -3.03564 1.79152 -0.046 0.059 -0.006
H 1.95165 -4.51202 0.43910 -0.025 0.007 -0.047
H 2.00341 -2.89165 -0.24350 0.108 -0.161 -0.162
H -0.26092 -4.01417 1.45892 -0.036 0.110 0.009
H -0.22862 -3.76844 -0.30612 -0.140 -0.002 0.026
H -1.55662 -2.65720 2.29285 -0.046 -0.047 -0.129
H -2.38361 -1.45883 3.98133 0.018 -0.009 0.028
C -4.97079 -1.18912 1.17922 0.238 0.215 -0.147
Si -4.12878 -1.12283 -0.52263 -0.381 -0.528 -0.021
C -3.04960 -2.67014 -0.82759 0.061 0.332 0.098
C -5.52217 -1.30224 -1.79218 0.109 0.379 -0.011
Si -2.79552 0.84728 -0.85614 0.502 -0.046 -0.133
Si -3.92694 2.90369 -0.46661 -0.504 0.441 0.150
C -5.40350 2.69334 -1.64353 0.201 -0.238 0.077
C -3.02620 4.46910 -1.05762 0.073 -0.264 -0.058
C -4.63925 3.10890 1.27674 0.074 -0.261 -0.165
Si -2.05863 0.88967 -3.12370 -0.235 -0.103 -0.821
C -1.79892 2.61929 -3.84828 0.060 -0.070 0.392
C -3.50476 0.20357 -4.15076 -0.061 0.113 0.300
C -0.60526 -0.26671 -3.48323 -0.157 0.221 0.166
H -5.26265 -2.20694 1.44577 0.023 -0.063 -0.111
H -5.88091 -0.58604 1.15869 -0.008 0.038 -0.026
H -4.33959 -0.79956 1.97779 -0.040 -0.005 0.007
H -2.89329 -3.26608 0.07244 0.008 0.007 0.051
H -2.06871 -2.38935 -1.21476 0.078 -0.080 -0.029
H -3.52545 -3.31807 -1.56510 -0.098 0.048 -0.014
H -6.19575 -2.10554 -1.48612 0.063 -0.038 0.150
H -5.14288 -1.55665 -2.78110 0.029 0.014 0.032
H -6.12316 -0.39712 -1.89581 -0.031 -0.009 -0.002
H -5.08176 2.52757 -2.67427 -0.008 0.024 -0.013
H -6.01810 3.59552 -1.63546 0.042 0.067 0.060
H -6.04564 1.85866 -1.35473 -0.004 0.000 0.005
H -3.50609 4.86669 -1.95356 -0.022 -0.114 -0.063
H -1.97818 4.28784 -1.30518 0.021 0.028 0.043
H -3.06578 5.24176 -0.29315 -0.079 -0.044 0.052
H -5.46564 2.41510 1.44894 -0.024 -0.031 -0.081
H -5.01972 4.12273 1.41634 0.006 0.047 -0.100
H -3.88977 2.93464 2.04345 -0.019 0.007 -0.002
H -2.75904 3.12796 -3.95935 -0.022 -0.008 0.012
H -1.34306 2.54908 -4.83829 -0.044 -0.152 -0.030
H -1.14827 3.24701 -3.24300 0.028 0.015 0.036
H -4.46260 0.56797 -3.77308 -0.049 -0.028 -0.095
H -3.54709 -0.88646 -4.16330 0.053 -0.007 0.065
H -3.41564 0.54019 -5.18549 0.093 0.041 -0.014
H -0.17148 -0.67976 -2.57346 0.185 -0.159 -0.048
H 0.17942 0.25931 -4.02179 0.142 0.098 0.098
H -0.91494 -1.10824 -4.10029 -0.142 -0.060 0.028
C 8.20744 -0.10877 -3.85279 -0.081 -0.080 0.041
C 6.91011 -0.26497 -3.11572 -0.049 0.027 0.041
C 6.88112 -0.27781 -1.72734 -0.001 -0.032 0.037
C 5.69712 -0.38827 -1.01848 -0.162 -0.006 0.024
C 5.76667 -0.38808 0.48594 0.025 0.039 -0.047
C 4.48398 -0.50751 -1.73448 0.100 0.003 -0.072
C 4.49455 -0.53122 -3.14757 -0.077 -0.044 0.088
C 3.25041 -0.59318 -3.99099 0.026 0.018 -0.038
C 5.71055 -0.40467 -3.80099 0.056 -0.002 0.003
C 3.21876 -0.52894 -0.99320 1.021 0.042 -0.245
O 3.09356 0.00312 0.14815 0.566 -0.070 -0.068
O 2.14279 -1.06830 -1.45822 0.615 -0.637 -0.886
H 8.91791 0.46656 -3.26191 0.043 0.007 -0.047
H 8.05117 0.38631 -4.80955 0.055 0.008 -0.014
H 8.64613 -1.08964 -4.04729 0.042 0.017 -0.024
H 7.80936 -0.18695 -1.17547 0.013 0.005 -0.006
H 6.79301 -0.55564 0.80768 -0.003 -0.007 0.001
H 5.13075 -1.16131 0.91545 0.032 0.002 0.065
H 5.42485 0.56661 0.88466 0.004 -0.018 0.047
H 2.69594 0.34158 -3.88637 -0.118 -0.036 0.020
H 2.58971 -1.40460 -3.70160 -0.064 -0.001 -0.019
H 3.51900 -0.71262 -5.03968 0.026 0.031 0.004
H 5.71994 -0.39308 -4.88453 -0.017 0.009 -0.010
C 2.62708 -5.09848 -4.72445 0.109 -0.180 -0.048
N 1.55860 -4.42623 -4.01624 0.025 0.040 0.095
C 0.23561 -4.38740 -4.36601 -0.196 0.072 -0.047
C -0.39740 -3.71496 -3.36154 0.053 -0.100 0.001
N 0.50653 -3.34140 -2.39889 0.030 -0.056 -0.149
C 1.66446 -3.79305 -2.82682 -0.105 0.087 0.048
H 2.44872 -5.05087 -5.79602 0.001 0.067 0.006
H 2.69045 -6.14631 -4.42864 -0.018 0.022 -0.007
H 3.57548 -4.61415 -4.50061 -0.027 0.039 -0.017
H -0.13323 -4.80706 -5.28552 0.046 -0.054 -0.003
H -1.44445 -3.48041 -3.27300 -0.030 0.001 -0.037
H 2.60984 -3.67250 -2.32148 0.055 -0.003 -0.051
I 1.33942 2.15198 -1.50884 -0.323 0.218 -0.365
```
Forces are in eV/Å.

# C47H73IrN8O5PSSi

C47H73IrN8O5PSSi as an isolated structure (ωB97M-V/def2-TZVPD, OMol25).

Values from the calculation:
LUMO (alpha / beta)   -5.15 / -6.00 eV
Molar mass   1113.496 g/mol
HOMO (alpha / beta)   -0.456 / -0.456 hartree
Total charge   +2
ΔE to the lowest compared entry with this formula, charge and spin   3.450 eV
2S+1   2

```
137
Properties=species:S:1:pos:R:3:forces:R:3
Ir -0.15982 0.69630 0.90903 -5.159 1.457 2.224
O -0.46604 2.10968 2.33396 0.968 -0.080 0.409
C -1.44780 2.80750 2.88510 0.158 -0.125 -0.087
C -1.13183 3.59190 4.00896 0.208 0.023 0.071
C -2.08931 4.34929 4.64660 0.030 -0.030 -0.098
C -3.40333 4.37436 4.17215 0.017 0.052 0.044
C -3.72144 3.62195 3.06962 -0.051 -0.074 -0.054
C -2.76204 2.81650 2.43206 -0.330 0.110 -0.083
C -3.12682 1.93806 1.34487 0.139 0.109 0.018
N -2.32288 1.17733 0.61191 0.598 -1.049 -0.849
C -3.12636 0.47511 -0.27867 0.130 0.085 0.185
C -4.41588 0.81245 -0.06721 -0.035 0.091 -0.013
N -4.39877 1.73555 0.95129 -0.113 -0.092 -0.150
H -0.10452 3.58203 4.34764 -0.042 -0.016 0.089
H -1.81636 4.93385 5.51579 0.006 -0.011 -0.012
H -4.15697 4.97324 4.66395 0.019 0.011 -0.027
H -4.73662 3.66319 2.69213 0.007 -0.025 0.024
H -2.73127 -0.22216 -0.99249 -0.099 0.083 0.000
H -5.32246 0.48642 -0.54462 -0.007 0.067 0.064
H -5.20891 2.17812 1.34860 0.030 0.031 0.044
C -1.62380 4.38526 -2.04452 -0.017 0.026 0.001
C -1.19523 4.69647 -0.76379 0.039 -0.007 -0.097
C -0.54521 3.72587 -0.02348 0.107 0.035 -0.015
N -0.32629 2.49043 -0.49182 0.712 -0.442 0.222
C -0.73758 2.19345 -1.73162 0.159 0.052 -0.143
C -1.38310 3.11119 -2.53614 -0.016 0.088 0.028
H -2.12655 5.12576 -2.65286 -0.020 -0.014 0.016
H -1.35538 5.67683 -0.33752 0.031 -0.003 0.005
H -0.18252 3.93979 0.96948 -0.116 -0.025 0.015
H -0.51881 1.19169 -2.07346 -0.025 0.002 0.040
H -1.69619 2.82979 -3.53207 0.018 -0.029 0.013
N -2.28924 -2.51721 2.77678 -0.075 0.120 0.133
C -2.79260 -1.48403 3.53588 -0.042 -0.081 -0.035
C -2.12616 -0.37521 3.14044 0.072 -0.008 -0.076
N -1.22168 -0.72310 2.15225 0.785 0.102 -0.313
C -1.35519 -2.02449 1.95726 -0.002 -0.041 0.125
H -2.55836 -3.48483 2.84370 0.010 -0.013 -0.063
H -3.56949 -1.61960 4.26705 0.034 -0.025 0.004
H -2.22642 0.62838 3.50839 -0.043 -0.045 -0.010
H -0.80080 -2.61243 1.24913 -0.009 -0.053 0.063
C 4.78771 2.00522 -3.22958 -0.142 0.060 -0.077
N 3.69729 1.22535 -2.67265 0.177 0.124 -0.012
C 3.53244 -0.20189 -2.81607 0.016 -0.168 0.126
C 2.26253 -0.42371 -2.00475 0.005 -0.019 0.034
O 1.71019 -1.51709 -1.91457 0.056 0.103 0.060
N 1.86873 0.73569 -1.41870 0.377 0.238 -0.746
C 2.71900 1.67493 -1.88056 -0.122 -0.292 -0.255
N 2.58900 2.96639 -1.57750 -0.029 -0.128 0.013
H 5.59057 1.33467 -3.52372 0.004 -0.019 0.036
H 5.18277 2.70080 -2.48773 0.035 -0.039 0.021
H 4.46753 2.56311 -4.11169 0.024 0.003 -0.005
H 4.36011 -0.75989 -2.37036 0.023 0.010 -0.022
H 3.40746 -0.52202 -3.84899 -0.012 0.040 -0.046
H 1.87084 3.21598 -0.92021 0.010 0.110 -0.018
H 3.23218 3.65804 -1.91744 -0.013 0.038 0.054
C 1.35772 -1.78596 3.72625 0.107 0.001 0.098
C 1.68681 -0.35609 4.17940 -0.310 0.084 -0.167
C 0.46429 0.34846 4.79031 0.098 -0.069 0.081
C 2.74126 -0.43621 5.28696 0.027 0.045 -0.014
P 2.08207 0.63534 2.62178 0.534 -0.413 -0.599
C 2.65211 2.25696 3.25956 -0.309 0.181 -0.187
C 2.04772 3.43224 2.81558 0.179 -0.017 0.027
C 2.38825 4.66469 3.35531 0.038 0.005 -0.071
C 3.36747 4.74648 4.33237 0.013 0.004 -0.014
C 4.03717 3.59635 4.72431 0.026 -0.011 -0.004
C 3.68815 2.36407 4.19263 -0.034 -0.013 0.008
C 3.63218 -0.05009 1.78995 -0.161 -0.153 -0.169
C 3.19145 -1.26892 0.96309 0.018 0.043 0.096
C 4.83008 -0.46474 2.64752 -0.085 0.001 0.032
C 4.09713 1.08343 0.87433 0.070 0.065 0.105
H 0.74862 -2.28104 4.48758 0.023 0.016 0.009
H 2.26768 -2.37389 3.59891 -0.008 0.014 0.022
H 0.81298 -1.80103 2.78935 0.104 -0.066 -0.034
H -0.05448 -0.33026 5.47184 0.048 0.007 0.028
H -0.22663 0.67726 4.02994 -0.041 0.070 0.054
H 0.77668 1.22812 5.35600 0.003 0.000 -0.021
H 2.34386 -1.09844 6.06128 -0.025 -0.001 -0.027
H 2.91500 0.52930 5.75422 -0.021 -0.022 0.037
H 3.68947 -0.85070 4.96177 0.007 -0.012 0.051
H 1.28611 3.36347 2.05882 -0.030 0.018 0.031
H 1.87931 5.56047 3.02132 0.013 -0.006 -0.018
H 3.61748 5.70030 4.77773 0.025 0.000 -0.027
H 4.83435 3.65424 5.45393 -0.010 -0.004 -0.001
H 4.23811 1.49463 4.51236 -0.041 0.001 0.041
H 3.10295 -2.15616 1.59018 0.024 -0.005 -0.022
H 3.93790 -1.48827 0.19425 -0.005 0.007 0.020
H 2.23087 -1.10556 0.47855 0.030 -0.033 -0.073
H 4.59388 -1.26043 3.34884 0.039 -0.049 -0.048
H 5.27452 0.37405 3.17980 -0.007 -0.034 0.043
H 5.59613 -0.85084 1.96935 -0.006 0.007 0.004
H 3.27082 1.45620 0.28420 -0.006 0.039 0.035
H 4.88843 0.72183 0.21034 -0.053 -0.029 -0.027
H 4.49461 1.91774 1.45308 0.077 -0.037 -0.016
C -3.91892 -3.42810 -3.85350 0.165 0.067 0.018
C -4.13223 -2.42680 -2.72632 -0.211 -0.218 0.062
C -5.11352 -1.34824 -3.15220 0.082 0.044 -0.021
C -4.62258 -3.14355 -1.47523 0.153 0.036 0.025
O -2.88709 -1.74916 -2.38781 -0.062 -0.012 -0.198
Si -1.35361 -2.24374 -2.42275 0.195 0.140 0.210
S -0.46738 -1.13029 -0.70629 1.052 0.005 0.002
O -1.25984 -3.77392 -1.94983 0.086 -0.014 -0.007
C -0.24161 -4.81504 -1.87991 0.110 -0.032 -0.105
C -1.00789 -6.11894 -1.74511 -0.055 0.027 -0.043
C 0.63216 -4.57043 -0.65836 -0.108 0.117 0.014
C 0.59008 -4.78932 -3.15428 -0.109 0.136 0.022
O -0.50205 -1.87963 -3.72064 -0.106 -0.048 -0.168
C -0.59487 -1.10859 -4.93573 -0.067 0.101 -0.163
C -0.72475 -2.08925 -6.09105 0.024 -0.045 0.057
C 0.69814 -0.32003 -5.05797 0.019 -0.030 0.105
C -1.78805 -0.16416 -4.89630 -0.010 -0.118 0.133
H -4.86875 -3.89524 -4.11340 0.014 0.000 -0.011
H -3.22239 -4.20985 -3.54637 -0.036 -0.019 -0.028
H -3.52689 -2.93576 -4.74602 -0.046 -0.001 0.011
H -6.10001 -1.78972 -3.29547 -0.004 0.048 0.001
H -4.80687 -0.88217 -4.08907 -0.013 -0.003 0.013
H -5.17954 -0.56996 -2.39137 -0.033 -0.047 -0.031
H -5.56066 -3.65956 -1.68064 -0.002 0.017 0.028
H -4.78012 -2.43077 -0.66235 -0.013 -0.010 -0.012
H -3.88070 -3.87997 -1.16079 -0.034 -0.001 0.016
H -1.72195 -6.05496 -0.92262 0.029 -0.018 0.015
H -0.31909 -6.94029 -1.54570 -0.015 0.000 -0.029
H -1.55408 -6.34019 -2.66315 -0.012 -0.009 0.024
H 0.02817 -4.61079 0.25226 0.019 -0.027 0.003
H 1.11961 -3.59692 -0.72468 0.044 -0.031 0.005
H 1.39815 -5.34364 -0.59453 -0.011 0.003 0.016
H -0.06305 -4.88505 -4.02367 0.043 -0.044 -0.016
H 1.30418 -5.61280 -3.15812 -0.014 0.000 0.016
H 1.12919 -3.84407 -3.23000 0.069 -0.054 -0.011
H 0.15236 -2.73549 -6.13826 -0.023 -0.010 -0.005
H -0.81179 -1.54827 -7.03410 0.007 -0.027 -0.001
H -1.60944 -2.71470 -5.96633 0.006 0.014 -0.021
H 1.54464 -1.00722 -5.06354 0.010 0.020 -0.006
H 0.80159 0.37048 -4.21583 0.009 0.017 -0.028
H 0.69968 0.25089 -5.98691 0.029 0.005 0.014
H -2.71882 -0.72646 -4.83796 -0.007 0.057 -0.037
H -1.80517 0.44564 -5.79972 0.002 0.017 0.020
H -1.73510 0.48879 -4.02067 -0.013 -0.001 -0.044
```
Forces are in eV/Å.

| no. | strongest force on any atom (eV/A) |
| --- | --- |
| 1 | 1.62 |
| 2 | 5.80 |